A | Here is an isolated molecule of C5H6N4S from the Open Molecules 2025 dataset. Energies are from ωB97M-V/def2-TZVPD.

Results
- E_LUMO (eV) = 0.54
- HOMO energy (hartree) = -0.3137
- SMILES = Cc1[nH]nc(N)c1SC#N
- frontier orbital gap (hartree) = 0.33363

Geometry (Å):
C (-3.448, -0.145, -0.233)
C (-0.834, 0.085, 0.343)
C (0.421, -0.413, 0.067)
C (-0.770, 1.489, 0.202)
C (0.946, -1.798, 0.047)
N (-4.199, 0.532, -0.777)
N (0.471, 1.820, -0.121)
N (1.173, 0.673, -0.191)
N (-1.740, 2.420, 0.437)
S (-2.355, -1.113, 0.571)
H (1.767, -1.905, 0.756)
H (0.162, -2.498, 0.317)
H (1.314, -2.051, -0.948)
H (2.152, 0.714, -0.421)
H (-2.687, 2.131, 0.252)
H (-1.504, 3.341, 0.104)

***

B | Here is an isolated molecule of C5H6N4S from the Open Molecules 2025 dataset. Energies are from ωB97M-V/def2-TZVPD.

Results
- E_LUMO (eV) = 0.47
- HOMO energy (hartree) = -0.3350
- SMILES = c1ncc([C@@H]2CN=NN2)s1
- frontier orbital gap (hartree) = 0.35207

Geometry (Å):
C (-1.340, 0.723, -0.773)
C (-2.943, -0.312, 0.275)
C (-0.555, -0.190, -0.161)
C (1.593, -0.659, 0.986)
C (0.858, -0.388, -0.311)
N (-2.684, 0.638, -0.515)
N (2.504, 0.479, 1.015)
N (2.233, 1.289, 0.107)
N (1.338, 0.892, -0.736)
S (-1.567, -1.298, 0.822)
H (-1.017, 1.344, -1.588)
H (-3.867, -0.660, 0.646)
H (1.012, -0.653, 1.887)
H (2.283, -1.445, 1.032)
H (1.085, -1.126, -1.088)
H (1.065, 1.368, -1.599)

***

According to the calculations, the structures order from most to least stable as A, B.

***

A | Here is the ion C3H7NO2 with charge +1 from the Open Molecules 2025 dataset. Energies are from ωB97M-V/def2-TZVPD.

Results
- E_LUMO (alpha / beta) (eV) = -3.85 / -9.34
- HOMO energy (alpha / beta) (hartree) = -0.6182 / -0.6058
- multiplicity = 2
- total charge = +1
- frontier orbital gap (alpha / beta) (hartree) = 0.47693 / 0.26242

Geometry (Å):
O (-1.843, 0.253, -1.039)
C (-0.666, 0.249, -0.778)
N (-0.363, 0.284, 0.605)
C (0.943, 0.260, 1.234)
O (1.028, -1.058, 1.712)
C (0.454, 0.184, -1.780)
H (-1.194, 0.400, 1.201)
H (0.990, 0.913, 2.093)
H (1.711, 0.507, 0.520)
H (1.222, -1.721, 1.035)
H (0.882, -0.812, -1.740)
H (1.204, 0.953, -1.621)
H (0.017, 0.426, -2.742)

***

B | Here is the ion C3H7NO2 with charge +1 from the Open Molecules 2025 dataset. Energies are from ωB97M-V/def2-TZVPD.

Results
- E_LUMO (alpha / beta) (eV) = -3.63 / -9.60
- HOMO energy (alpha / beta) (hartree) = -0.6337 / -0.6223
- multiplicity = 2
- total charge = +1
- frontier orbital gap (alpha / beta) (hartree) = 0.50052 / 0.26964

Geometry (Å):
C (1.346, -0.541, -0.299)
N (-0.036, -0.477, 0.147)
C (-0.955, 0.535, -0.224)
O (-2.205, 0.137, -0.004)
O (-0.585, 1.639, -0.478)
C (2.317, -1.021, 0.809)
H (1.622, 0.404, -0.770)
H (1.393, -1.323, -1.073)
H (-0.403, -1.425, 0.037)
H (-2.750, 0.780, -0.478)
H (3.106, -1.643, 0.368)
H (2.800, -0.233, 1.377)
H (1.785, -1.803, 1.346)

***

According to the calculations, the structures order from most to least stable as B, A.

***

A | Here is a cluster of 2 separate species, CHN3O3 in total from the Open Molecules 2025 dataset. Energies are from ωB97M-V/def2-TZVPD.

Results
- E_LUMO (alpha / beta) (eV) = -3.23 / -3.72
- HOMO energy (alpha / beta) (hartree) = -0.4550 / -0.4253
- frontier orbital gap (alpha / beta) (hartree) = 0.33632 / 0.28854

Geometry (Å):
C (1.830, 0.205, 0.393)
N (2.805, -0.245, 0.751)
N (-0.335, 0.874, -0.368)
N (-0.895, -0.027, 0.570)
O (-0.958, 0.362, 1.694)
O (-1.278, -1.085, 0.108)
O (-0.414, 0.430, -1.580)
H (-0.755, -0.513, -1.568)

***

B | Here is a cluster of 2 separate species, CHN3O3 in total from the Open Molecules 2025 dataset. Energies are from ωB97M-V/def2-TZVPD.

Results
- E_LUMO (alpha / beta) (eV) = -2.79 / -4.24
- HOMO energy (alpha / beta) (hartree) = -0.4595 / -0.4072
- frontier orbital gap (alpha / beta) (hartree) = 0.35708 / 0.25139

Geometry (Å):
C (2.006, -1.072, 0.206)
N (2.743, -1.405, -0.599)
N (-0.522, 0.032, 0.876)
N (-0.412, 1.059, -0.051)
O (0.388, 1.907, 0.269)
O (-1.132, 0.990, -1.053)
O (-1.419, -0.802, 0.640)
H (-1.651, -0.709, -0.289)

***

According to the calculations, the structures order from most to least stable as A, B.

***

A | Here is a structure of composition C3H7BrN2 from the Open Molecules 2025 dataset. Energies are from ωB97M-V/def2-TZVPD.

Results
- E_LUMO (eV) = 0.31
- HOMO energy (hartree) = -0.3333
- frontier orbital gap (hartree) = 0.34488

Geometry (Å):
C (-0.576, -1.060, 0.538)
C (-0.719, -0.952, -0.958)
C (0.344, -0.232, -0.290)
N (0.696, 2.083, 0.555)
N (-0.156, 1.550, -0.310)
Br (0.274, 2.287, -2.188)
H (-1.224, -0.682, 1.255)
H (-0.096, -1.905, 0.970)
H (-0.486, -1.967, -1.403)
H (-1.619, -0.525, -1.248)
H (1.341, -0.380, -0.554)
H (1.653, 1.909, 0.387)
H (0.635, 3.059, 0.630)

***

B | Here is a cluster of 2 separate species, C3H7BrN2 in total from the Open Molecules 2025 dataset. Energies are from ωB97M-V/def2-TZVPD.

Results
- E_LUMO (alpha / beta) (eV) = -1.07 / -1.07
- HOMO energy (alpha / beta) (hartree) = -0.3054 / -0.3053
- frontier orbital gap (alpha / beta) (hartree) = 0.26601 / 0.26584

Geometry (Å):
C (-1.769, 0.345, 0.054)
C (-0.551, 1.248, 0.208)
C (-0.389, -0.129, -0.501)
N (0.041, -1.186, 0.299)
N (2.292, -1.163, -0.093)
Br (2.895, 0.490, 0.195)
H (-2.246, 0.020, 0.931)
H (-2.515, 0.765, -0.704)
H (-0.511, 2.207, -0.351)
H (0.144, 1.390, 1.084)
H (-0.050, -0.209, -1.555)
H (0.394, -1.940, -0.327)
H (2.265, -1.837, 0.760)

***

According to the calculations, the structures order from most to least stable as A, B.

***

A | Here is a cluster of 15 separate species, H31O15 in total from the Open Molecules 2025 dataset. Energies are from ωB97M-V/def2-TZVPD.

Results
- E_LUMO (eV) = -3.19
- HOMO energy (hartree) = -0.4856
- total charge = +1
- frontier orbital gap (hartree) = 0.36829

Geometry (Å):
O (-0.604, -3.608, 0.784)
H (-1.552, -3.906, 0.604)
H (-0.213, -3.894, 1.675)
O (1.102, 4.473, -0.192)
H (1.500, 4.044, 0.685)
H (1.850, 4.736, -0.757)
O (0.879, -2.588, 2.596)
H (-1.428, -1.683, -3.437)
H (1.201, -1.767, 2.199)
O (-3.985, -1.177, -2.583)
H (-3.617, -0.378, -2.103)
H (-3.766, -2.016, -2.191)
O (-1.294, 1.007, -1.522)
H (-1.713, 1.627, -2.065)
H (-1.151, 1.204, -0.650)
O (-1.058, -1.362, -2.615)
H (-0.686, -0.495, -2.768)
H (0.514, -2.196, 3.392)
O (-1.586, 3.323, -2.418)
H (-2.032, 4.021, -2.165)
H (-0.734, 3.547, -2.093)
O (1.911, -0.376, 0.866)
H (2.838, -0.617, 0.839)
H (1.989, 0.430, 0.232)
O (-2.454, 0.242, 3.822)
H (-1.527, 0.249, 3.965)
H (-2.337, -0.699, 3.582)
O (3.019, 0.712, -3.260)
H (-0.397, -2.297, -1.560)
O (3.436, 1.931, -0.382)
H (3.631, 2.914, -0.302)
H (4.080, 1.820, -1.168)
O (-3.212, -2.397, -0.570)
H (-2.649, -1.534, -0.606)
H (-3.976, -2.170, 0.078)
O (0.219, -0.050, 3.603)
H (0.562, -0.257, 4.444)
H (0.635, 0.738, 3.246)
O (0.490, -2.855, -1.330)
H (0.054, -3.085, -0.262)
H (0.194, -3.837, -1.562)
O (1.889, 1.964, 2.883)
H (2.327, 1.501, 2.110)
H (1.393, 2.649, 2.558)
H (3.493, 1.598, -3.292)
H (2.764, 0.514, -2.311)

***

B | Here is a cluster of 15 separate species, H31O15 in total from the Open Molecules 2025 dataset. Energies are from ωB97M-V/def2-TZVPD.

Results
- E_LUMO (eV) = -2.89
- HOMO energy (hartree) = -0.4843
- total charge = +1
- frontier orbital gap (hartree) = 0.37814

Geometry (Å):
O (0.457, 0.395, 3.411)
H (1.936, -2.261, 4.160)
H (1.314, -0.102, 3.575)
O (-1.889, -0.788, -3.714)
H (2.783, -2.026, 0.787)
H (-1.433, -0.358, -4.458)
O (2.276, -1.379, 3.979)
H (-1.327, 0.573, -1.625)
H (-0.868, -2.333, 1.639)
O (-1.353, -2.132, -0.735)
H (-2.146, 3.367, -1.233)
H (-0.886, -2.052, -1.571)
O (-0.775, 3.284, 1.057)
H (-1.273, 4.061, 1.341)
H (-0.583, 3.480, 0.131)
O (-2.275, 0.487, -1.466)
H (1.767, 2.533, 1.615)
H (2.567, -1.274, 3.063)
O (1.293, 2.440, 2.504)
H (-0.256, -1.791, -3.917)
H (-1.052, 3.953, -2.055)
O (1.019, -0.297, -1.418)
H (-2.735, -0.915, -4.176)
H (0.486, -0.988, -1.833)
O (-1.724, 4.224, -1.406)
H (-2.562, 0.516, -2.385)
H (0.474, -3.841, -0.811)
O (-3.364, 1.784, 1.126)
H (-0.048, -1.122, 1.227)
O (2.736, -1.098, 1.024)
H (3.358, -0.420, 0.767)
H (1.064, 1.304, 2.675)
O (0.294, -2.320, -3.333)
H (1.916, -0.627, -1.320)
H (0.752, -2.879, -3.975)
O (1.381, -3.534, -0.708)
H (0.432, 2.657, 2.053)
H (1.939, -4.089, -0.151)
O (-0.561, -1.483, 1.971)
H (-0.193, -0.298, 3.131)
H (1.393, 1.164, -0.457)
O (1.950, 1.731, 0.129)
H (2.616, 2.142, -0.435)
H (-2.311, -2.198, -0.790)
H (-2.683, 1.172, 0.816)
H (-3.903, 1.341, 1.788)

***

According to the calculations, the structures order from most to least stable as B, A.

***

A | Here is a cluster of 2 separate species, C3H7ClSi in total from the Open Molecules 2025 dataset. Energies are from ωB97M-V/def2-TZVPD.

Results
- E_LUMO (eV) = 0.67
- HOMO energy (hartree) = -0.3911
- SMILES = C#C[SiH3].CCl
- frontier orbital gap (hartree) = 0.41590

Geometry (Å):
C (-0.038, 2.026, -0.832)
C (-0.379, 2.746, 0.041)
C (-1.137, -1.333, 1.463)
Si (1.193, 1.593, -2.226)
Cl (-2.122, -1.861, 2.908)
H (-0.629, -0.447, 1.749)
H (-0.822, 3.282, 0.875)
H (-0.376, -2.079, 1.247)
H (-1.891, -1.328, 0.580)
H (0.494, 1.887, -3.423)
H (1.304, 0.068, -2.067)
H (2.522, 2.023, -2.426)

***

B | Here is an isolated molecule of C3H7ClSi from the Open Molecules 2025 dataset. Energies are from ωB97M-V/def2-TZVPD.

Results
- E_LUMO (alpha / beta) (eV) = -0.81 / -0.24
- HOMO energy (alpha / beta) (hartree) = -0.3144 / -0.3292
- frontier orbital gap (alpha / beta) (hartree) = 0.28466 / 0.32024

Geometry (Å):
C (-1.128, 0.363, -0.412)
C (-0.299, 0.032, 0.846)
C (-0.309, 1.161, -1.411)
Si (1.043, -1.199, 0.830)
Cl (-0.247, 2.878, -1.165)
H (-1.373, -0.532, -0.991)
H (-2.035, 0.951, -0.223)
H (0.017, 0.870, 1.369)
H (0.611, 0.590, -1.819)
H (1.675, -0.866, 2.083)
H (1.814, -1.837, -0.315)
H (0.231, -2.410, 1.208)

***

According to the calculations, the structures order from most to least stable as A, B.